13
Properties=species:S:1:pos:R:3 method="wB97M-V/def2-TZVPD" relative_energy_kj_mol=139.00 homo_lumo_gap_ev=10.180 e_lumo_ev=0.68 smiles="O=CO/C(=C/F)CO" homo_ev=-9.49
F -0.9534 2.2085 0.0319
O 2.4912 0.1480 -0.4247
O -1.8049 -1.5503 -0.5685
O 0.6675 -1.0113 0.3978
C 0.0767 1.3695 -0.1084
C -1.6608 -0.4152 0.2479
C 1.9250 -0.7652 0.1246
C -0.2163 0.0669 0.2299
H 1.0595 1.8370 -0.2545
H 2.6339 -1.6374 0.6650
H -2.6507 -1.9708 -0.2781
H -1.7292 -0.7779 1.2920
H -2.3105 0.4456 0.0870

11
Properties=species:S:1:pos:R:3 method="wB97M-V/def2-TZVPD" relative_energy_kj_mol=175.19 homo_lumo_gap_ev=9.299 e_lumo_ev=0.71 smiles="F[C@H]1C=CSC1" homo_ev=-8.59
S 1.1790 -0.5913 1.3356
F 0.9431 1.2421 -1.2412
C -0.4005 -0.7841 -0.8448
C 0.1365 -1.5961 0.1315
C 0.1757 0.9041 0.8414
C -0.1672 0.6679 -0.5332
H -0.7400 -1.3439 -1.7670
H 0.1059 -2.5532 0.1948
H -0.6978 0.5688 1.6144
H 0.5020 2.0641 1.0719
H -1.0366 1.4215 -0.8034